(1)
Computed, not measured: a cluster of 2 separate species, C4H7NO2 in total, with ωB97M-V/def2-TZVPD.

XYZ file:
```
14
Properties=species:S:1:pos:R:3:nbo_charge:R:1
O -1.8614 1.0552 0.7369 -0.692
O -0.4606 -1.5772 0.4449 -0.553
N 1.6186 0.7957 0.1166 -0.391
C -0.8097 1.5039 -0.0570 -0.113
C 0.4256 1.0379 -0.0178 0.328
C -1.6274 -1.3524 0.2253 0.300
C 2.2998 -0.3303 -0.5144 -0.437
H 2.7307 -0.0011 -1.4663 0.207
H 1.6317 -1.1805 -0.6803 0.220
H -2.4055 -1.5213 0.9917 0.112
H -1.1143 2.2119 -0.8161 0.209
H 3.1242 -0.6275 0.1388 0.206
H -1.5611 0.9776 1.6513 0.485
H -1.9906 -0.9919 -0.7536 0.119
```

Results
Molar mass ... 101.1 g/mol
Frontier orbital gap ... 9.08 eV
SMILES ... CN=C=CO.C=O
Electronic energy ... -9843.5172 eV


(2)
Computed, not measured: a structure of composition C4H7NO2P in a non-equilibrium geometry, with ωB97M-V/def2-TZVPD.

XYZ file:
```
15
Properties=species:S:1:pos:R:3:nbo_charge:R:1
P -1.8629 -0.0991 0.5536 2.300
O -3.0354 0.3381 -0.2087 -1.104
O -1.7273 0.0040 2.0004 -1.108
N 0.1594 0.5503 -0.4273 -0.714
C 1.7448 1.7146 0.9362 -0.636
C 1.3785 0.9865 -0.1287 0.027
C -0.9170 -1.4876 -0.1144 -0.818
C -0.0609 -0.7380 -1.1847 -0.213
H -1.4904 -2.3493 -0.5785 0.209
H -0.6593 -0.6556 -2.0040 0.165
H 0.7658 -1.4016 -1.5109 0.163
H 1.0800 1.7355 1.7616 0.187
H 2.7079 2.1952 1.1700 0.176
H -0.2337 -1.6684 0.6751 0.237
H 2.1504 0.8754 -0.9396 0.128
```

Results
Molar mass ... 132.1 g/mol
Frontier orbital gap ... 7.17 eV
Electronic energy ... -19136.4120 eV
Charge ... -1


(3)
Computed, not measured: a structure of composition C4H7NO2S in a non-equilibrium geometry, with ωB97M-V/def2-TZVPD.

XYZ file:
```
15
Properties=species:S:1:pos:R:3:nbo_charge:R:1
S 2.5295 0.7044 0.2181 0.080
O -1.3116 -0.3889 -1.7311 -0.564
O -1.4439 -1.9135 0.2529 -0.629
N -0.9294 0.1677 -0.3921 -0.151
C 1.2325 0.4427 -0.6582 -0.262
C -1.2954 -0.1909 1.9636 -0.750
C 0.0569 1.1204 -0.5797 -0.345
C -1.2745 -0.6798 0.5120 0.614
H -1.4095 -1.2626 -1.2353 0.485
H 0.1367 2.0433 -1.1753 0.281
H 1.1273 -0.2397 -1.4599 0.207
H 0.0675 1.6949 0.3562 0.235
H -1.6296 -1.3105 2.4503 0.278
H -2.3164 0.5300 2.5100 0.261
H -0.2163 0.3645 2.2077 0.259
```

Results
Molar mass ... 133.2 g/mol
Frontier orbital gap ... 8.59 eV
Electronic energy ... -20675.7329 eV


(4)
Computed, not measured: the molecule C4H7NO2S in a non-equilibrium geometry, with ωB97M-V/def2-TZVPD.

XYZ file:
```
15
Properties=species:S:1:pos:R:3:nbo_charge:R:1
S 2.9921 -0.1222 -0.0713 0.047
O -0.8330 -0.8092 0.5177 -0.410
O -3.7377 0.5452 -0.1649 -0.553
N -1.7748 -0.6007 -0.5109 -0.353
C 0.5815 1.0162 -0.4583 -0.448
C 1.4760 0.3394 0.5542 -0.434
C 0.4536 -0.5136 -0.1105 0.075
C -2.6230 0.1508 0.3742 0.469
H 3.3590 1.1937 -0.1576 0.122
H -2.0988 -1.5909 -0.7752 0.392
H -2.1696 0.6765 1.3360 0.184
H 1.4020 0.6978 1.6466 0.252
H 0.6883 -1.0459 -0.9432 0.195
H -0.4237 1.4295 -0.0145 0.238
H 1.0298 0.9549 -1.3556 0.225
```

Results
Molar mass ... 133.2 g/mol
Frontier orbital gap ... 9.75 eV
SMILES ... O=CNO[C@H]1C[C@@H]1S
Electronic energy ... -20676.0086 eV


(5)
Computed, not measured: the molecule C4H7NO3, with ωB97M-V/def2-TZVPD.

XYZ file:
```
15
Properties=species:S:1:pos:R:3:nbo_charge:R:1
O -0.5951 -0.8431 2.4161 -0.574
O -0.8626 -0.0528 -2.8330 -0.513
O 1.4032 0.1186 2.2192 -0.687
N -1.3633 0.8496 -0.3163 -0.849
C 0.0870 0.0181 -2.1032 0.440
C 0.3233 -0.5100 1.7177 0.794
C 0.4055 -0.7732 0.2431 -0.522
C -0.0428 0.4042 -0.6359 -0.147
H 1.2118 0.2367 3.1662 0.497
H -1.3828 1.8143 -0.0475 0.376
H 0.6707 1.2135 -0.4659 0.210
H -0.2489 -1.6026 0.0598 0.237
H 1.3652 -1.2259 -0.0164 0.232
H -2.0879 0.5635 -0.9504 0.394
H 1.1167 -0.2110 -2.4535 0.112
```

Results
Molar mass ... 117.1 g/mol
Frontier orbital gap ... 10.11 eV
SMILES ... N[C@H](C=O)CC(=O)O
Electronic energy ... -11893.9862 eV


(6)
Computed, not measured: the molecule C4H7NO3 in a non-equilibrium geometry, with ωB97M-V/def2-TZVPD.

XYZ file:
```
15
Properties=species:S:1:pos:R:3:nbo_charge:R:1
O -0.7611 -1.9157 -1.5173 -0.689
O 1.4324 -1.0599 2.1202 -0.569
O 0.2051 0.7671 2.2500 -0.662
N -0.6822 0.5433 -0.2591 -0.661
C 0.1311 1.7041 -0.6440 -0.421
C -0.0505 -0.5675 0.1744 -0.031
C -0.1549 -1.7548 -0.3246 0.076
C 0.6235 -0.3079 1.6855 0.786
H -0.1657 -2.4289 -2.0079 0.479
H -0.6889 0.9514 1.9435 0.509
H -0.5132 2.6280 -0.8020 0.199
H 0.5714 1.6347 -1.6241 0.182
H 0.9447 1.9660 0.0439 0.211
H -1.3727 0.4168 -1.1316 0.396
H 0.4810 -2.5768 0.0931 0.196
```

Results
Molar mass ... 117.1 g/mol
Frontier orbital gap ... 9.07 eV
SMILES ... CN/C(=C\O)C(=O)O
Electronic energy ... -11892.4003 eV


(7)
Computed, not measured: the molecule C4H7NO3 in a non-equilibrium geometry, with ωB97M-V/def2-TZVPD.

XYZ file:
```
15
Properties=species:S:1:pos:R:3:nbo_charge:R:1
O -0.6777 0.8020 -2.3218 -0.675
O -2.1919 1.7740 -0.9988 -0.555
O -0.2303 -1.2039 -0.6381 -0.494
N 1.4580 0.4282 -0.2358 -0.837
C 0.3754 -0.3277 0.2633 0.400
C -1.3904 0.9058 -1.2006 0.749
C 0.6108 -0.8412 1.6687 -0.640
C -1.0443 -0.1361 -0.1806 -0.106
H 1.5913 -1.3131 1.6939 0.229
H -1.8384 -0.3979 0.5106 0.211
H 1.2515 0.9588 -1.0623 0.382
H -0.2119 -0.0641 -2.3160 0.503
H 1.8683 1.0209 0.4792 0.380
H -0.1381 -1.5855 1.9570 0.231
H 0.5678 -0.0202 2.3813 0.222
```

Results
Molar mass ... 117.1 g/mol
Frontier orbital gap ... 10.60 eV
SMILES ... C[C@@]1(N)O[C@@H]1C(=O)O
Electronic energy ... -11893.6053 eV


(8)
Computed, not measured: a structure of composition C4H7NO3 in a non-equilibrium geometry, with ωB97M-V/def2-TZVPD.

XYZ file:
```
15
Properties=species:S:1:pos:R:3:nbo_charge:R:1
O -1.7665 0.0469 -1.1812 -0.359
O -1.8882 1.4506 0.4603 -0.405
O 0.2950 -1.1310 0.0524 -0.520
N -1.3908 0.4957 -0.1334 0.470
C -0.2326 0.0039 0.4915 0.210
C -0.2510 -2.3053 0.5349 -0.263
C 1.0813 2.2433 -0.7975 -0.461
C 1.3443 1.0948 -0.2218 -0.121
H -0.3010 0.1150 1.5003 0.189
H 2.2453 0.4638 -0.1548 0.222
H -0.0299 2.6614 -0.9615 0.243
H -0.3643 -2.3192 1.6201 0.176
H -1.1435 -2.4556 -0.0844 0.193
H 0.4862 -3.0977 0.2739 0.198
H 1.9156 2.7334 -1.3988 0.228
```

Results
Molar mass ... 117.1 g/mol
Frontier orbital gap ... 9.97 eV
Electronic energy ... -11887.4592 eV


(9)
Computed, not measured: the molecule C4H7NO3 in a non-equilibrium geometry, with ωB97M-V/def2-TZVPD.

XYZ file:
```
15
Properties=species:S:1:pos:R:3:nbo_charge:R:1
O 0.3878 -0.1803 1.1623 -0.363
O -1.1656 -1.5650 -0.5884 -0.719
O -2.8939 -0.6854 0.4221 -0.571
N 1.0083 -0.6796 0.0160 -0.202
C -0.7121 0.4582 0.5848 -0.050
C -0.2918 1.4566 -0.5383 -0.667
C 2.1632 -0.9426 0.1102 -0.074
C -1.6969 -0.6188 0.1888 0.754
H 0.4385 1.0715 -1.3154 0.240
H -0.0516 -1.7397 -0.4578 0.504
H 0.1468 2.4535 -0.0207 0.228
H -1.1743 1.9576 -1.3009 0.249
H 2.8034 -1.2495 -0.8334 0.233
H -1.3959 0.9032 1.4223 0.243
H 2.4342 -0.6398 1.1485 0.198
```

Results
Molar mass ... 117.1 g/mol
Frontier orbital gap ... 10.47 eV
SMILES ... C=NO[C@@H](C)C(=O)O
Electronic energy ... -11889.3773 eV


(10)
Computed, not measured: a cluster of 2 separate species, C4H7NO3 in total in a non-equilibrium geometry, with ωB97M-V/def2-TZVPD.

XYZ file:
```
15
Properties=species:S:1:pos:R:3:nbo_charge:R:1
O -2.8863 2.2378 0.4756 -0.603
O -4.0656 1.8774 -1.3137 -0.277
O -1.5744 0.2916 1.6856 -0.560
N -3.7481 1.3936 -0.2930 0.356
C 1.1115 -0.2233 -0.3869 -0.408
C 0.7756 -0.3999 1.1185 -0.525
C -0.3837 0.0735 -0.5799 -0.535
C -0.6227 0.0527 0.9788 0.644
H -0.7459 1.0032 -1.0868 0.245
H 0.8382 -1.3828 1.5457 0.245
H -2.4719 1.6477 1.1303 0.496
H 1.4060 0.1809 1.7380 0.241
H 1.4146 -1.1876 -0.7309 0.221
H 1.6779 0.6570 -0.4774 0.218
H -0.8866 -0.7420 -1.1078 0.243
```

Results
Molar mass ... 117.1 g/mol
Frontier orbital gap ... 10.61 eV
SMILES ... O=C1CCC1.O=NO
Electronic energy ... -11890.1084 eV


(11)
Computed, not measured: the molecule C4H7NO3 in a non-equilibrium geometry, with ωB97M-V/def2-TZVPD.

XYZ file:
```
15
Properties=species:S:1:pos:R:3:nbo_charge:R:1
O -0.5849 1.8276 -0.0042 -0.558
O -2.3880 -0.2058 -0.5205 -0.690
O 1.6313 -0.0716 -0.6141 -0.365
N 0.5191 -0.2854 0.1509 -0.187
C -1.5200 -0.4512 0.5457 0.030
C 2.7551 0.0137 0.1460 -0.247
C -0.4612 0.7089 0.4205 0.638
C -0.2351 -1.3985 -0.0155 -0.223
H 2.4827 0.6700 1.1107 0.168
H 3.1968 -0.8944 0.5346 0.174
H -0.5368 -1.5818 -1.0135 0.196
H -2.0472 -0.8337 1.5463 0.195
H -2.4537 0.6722 -0.5909 0.477
H 3.3897 0.6332 -0.5925 0.206
H -0.1655 -2.3061 0.4797 0.186
```

Results
Molar mass ... 117.1 g/mol
Frontier orbital gap ... 10.56 eV
SMILES ... CON1C[C@H](O)C1=O
Electronic energy ... -11889.5035 eV


(12)
Computed, not measured: the molecule C4H7NO3S in a non-equilibrium geometry, with ωB97M-V/def2-TZVPD.

XYZ file:
```
16
Properties=species:S:1:pos:R:3:nbo_charge:R:1
S -0.0915 0.6445 -2.0313 1.225
O 1.3173 0.7645 -2.0909 -1.011
O -1.0087 -2.4196 1.2685 -0.551
O -1.1075 -0.4671 2.3079 -0.662
N 0.5930 0.6519 0.4725 -0.618
C -0.4732 -1.0039 -1.4188 -0.701
C -0.5962 -1.3112 1.3807 0.723
C -0.4261 1.3108 -0.1900 -0.382
C 0.5208 -0.7220 0.5884 -0.110
H -0.4285 2.4062 -0.3349 0.238
H -1.4810 0.9128 0.0188 0.219
H 1.5213 0.9770 0.0842 0.432
H 0.2996 -1.7264 -1.5707 0.239
H -1.4918 -1.2718 -1.5755 0.221
H 1.5920 -1.1567 0.7600 0.259
H -0.7261 0.3553 2.1736 0.479
```

Results
Molar mass ... 149.2 g/mol
Frontier orbital gap ... 9.22 eV
Electronic energy ... -22725.9557 eV


(13)
Computed, not measured: the molecule C4H7NO4 in a non-equilibrium geometry, with ωB97M-V/def2-TZVPD.

XYZ file:
```
16
Properties=species:S:1:pos:R:3:nbo_charge:R:1
O 2.1600 -1.1597 0.3275 -0.631
O -1.1002 -1.6194 -0.7757 -0.733
O 2.1437 0.6113 -0.8448 -0.645
O -2.6982 0.4936 -0.3650 -0.590
N -0.3790 1.6360 -0.2632 -0.846
C 0.4246 0.5936 0.8301 -0.126
C -1.6441 -0.3818 0.0352 0.834
C 1.7026 -0.0359 0.0680 0.775
C -0.7518 -0.4114 1.2264 -0.543
H -0.7449 2.5034 0.3894 0.374
H -0.3808 -1.2929 1.4778 0.252
H -1.2762 0.0425 2.1577 0.238
H -1.6489 -1.4305 -1.6954 0.498
H 0.4147 1.9765 -0.8656 0.372
H 0.6361 1.2515 1.7558 0.237
H 3.2227 0.3042 -1.0713 0.534
```

Results
Molar mass ... 133.1 g/mol
Frontier orbital gap ... 9.54 eV
SMILES ... N[C@@H](CC(=O)O)C(=O)O
Electronic energy ... -13936.5364 eV


(14)
Computed, not measured: the molecule C4H7NO4 in a non-equilibrium geometry, with ωB97M-V/def2-TZVPD.

XYZ file:
```
16
Properties=species:S:1:pos:R:3:nbo_charge:R:1
O 0.4243 -0.2635 1.7198 -0.594
O 1.1496 0.9891 -1.1861 -0.367
O -1.3675 0.0517 0.3868 -0.506
O 1.7927 -1.0318 -0.9686 -0.380
N 0.9617 -0.1933 -1.2968 0.523
C -0.5616 0.3830 1.3954 0.795
C -0.9768 -1.0760 -0.3768 -0.101
C -0.8933 1.7175 1.9985 -0.717
C -0.3381 -0.6725 -1.7022 -0.312
H 0.0974 2.1611 2.2458 0.251
H -0.3975 -1.7635 0.2704 0.247
H -1.9287 -1.6260 -0.6016 0.202
H -1.4050 2.3895 1.3202 0.234
H -0.0462 -1.4888 -2.3510 0.246
H -0.9427 0.0561 -2.2067 0.238
H -1.4823 1.5484 2.8960 0.242
```

Results
Molar mass ... 133.1 g/mol
Frontier orbital gap ... 10.92 eV
SMILES ... CC(=O)OCC[N+](=O)[O-]
Electronic energy ... -13938.6700 eV


(15)
Computed, not measured: the molecule C4H7NO4 in a non-equilibrium geometry, with ωB97M-V/def2-TZVPD.

XYZ file:
```
16
Properties=species:S:1:pos:R:3:nbo_charge:R:1
O -0.4376 1.2379 -1.4149 -0.730
O 0.7128 1.1161 2.6472 -0.699
O -0.3334 -2.2980 -1.6219 -0.580
O -1.9766 -0.8068 -1.5958 -0.667
N -0.1340 -0.3355 1.0842 -0.499
C 0.2611 0.0170 -1.3055 -0.026
C 0.0340 -0.0349 2.2902 0.431
C 0.8780 -0.0940 0.0849 -0.259
C -0.7022 -1.1480 -1.5598 0.764
H 0.5868 1.3174 3.5802 0.486
H -2.0670 0.1221 -1.2240 0.510
H 1.4986 0.8025 0.2347 0.201
H -0.5680 -0.4703 3.0952 0.153
H 1.0625 -0.0493 -2.0556 0.200
H -0.4027 1.5604 -2.3201 0.486
H 1.5877 -0.9366 0.0808 0.228
```

Results
Molar mass ... 133.1 g/mol
Frontier orbital gap ... 10.08 eV
SMILES ... O=C(O)[C@@H](O)C/N=C\O
Electronic energy ... -13940.8552 eV


(16)
Computed, not measured: the molecule C4H7NO4S in a non-equilibrium geometry, with ωB97M-V/def2-TZVPD.

XYZ file:
```
17
Properties=species:S:1:pos:R:3:nbo_charge:R:1
S -1.6590 -1.1449 0.5472 1.492
O 2.9665 -1.6894 -0.6550 -0.664
O 2.7525 -0.8672 1.2924 -0.504
O -0.7977 -1.4407 -0.6580 -1.026
O -2.9222 -1.8852 0.6182 -0.951
N 0.4799 0.6589 0.3431 -0.399
C -0.5927 1.5017 0.0303 -0.280
C -1.9955 0.8549 0.2637 -0.647
C 2.3368 -0.8390 0.1628 0.696
C 1.1923 -0.1175 -0.4045 0.182
H -0.7606 2.3153 0.6894 0.249
H 2.6738 -1.9611 -1.5067 0.508
H -2.5742 1.2488 1.1510 0.221
H 0.6957 0.4833 1.3469 0.442
H -2.5225 0.9879 -0.7486 0.227
H 1.2165 0.0397 -1.4986 0.234
H -0.4896 1.8543 -0.9736 0.219
```

Results
Molar mass ... 165.2 g/mol
Frontier orbital gap (alpha / beta) ... 5.45 / 5.45 eV
Electronic energy ... -24773.1174 eV


(17)
Computed, not measured: a cluster of 2 separate species, C4H7NOS in total in a non-equilibrium geometry, with ωB97M-V/def2-TZVPD.

XYZ file:
```
14
Properties=species:S:1:pos:R:3:nbo_charge:R:1
S 2.7604 -0.9423 -0.2883 0.320
O -1.0798 -3.1108 0.2413 -0.658
N 1.5447 -0.2126 0.3887 -0.503
C -1.8337 -2.0839 -0.0200 0.328
C 0.0622 1.4319 -0.2457 -0.610
C 1.3567 1.1753 0.3923 -0.274
C -2.5915 -1.1779 -0.2474 -0.433
H -2.9912 -0.4031 -0.9070 0.243
H -0.6850 0.8496 0.0896 0.230
H 2.1999 1.9092 0.0882 0.185
H -0.1009 -2.8533 0.2875 0.520
H 1.4418 1.5225 1.5136 0.226
H -0.1645 2.4210 -0.0243 0.215
H 0.0808 1.4744 -1.2683 0.212
```

Results
Molar mass ... 117.2 g/mol
Frontier orbital gap ... 7.37 eV
SMILES ... CCN=S.C#CO
Electronic energy ... -18628.9583 eV